2 unconnected molecules or ions with the total composition C4H13NO2. Source: the OMol25 dataset; level of theory: ωB97M-V/def2-TZVPD.

Its net charge is +1. The calculation puts the LUMO energy (spin up / spin down) at -0.11406 / -0.34686 Ha. As for the energy above the lowest of the compared OMol25 structures with the same formula, charge and spin: 331.9 kJ/mol. The calculation puts the calculated total energy at -9932.715 eV. The spin multiplicity is 2.

Geometry as XYZ:
```
20
C4H13NO2 | the OMol25 dataset | ωB97M-V/def2-TZVPD
C -0.73 1.30 -0.69
O -2.07 1.65 -0.90
C -0.48 -0.30 -0.97
C -1.03 -1.14 0.14
C -0.38 -0.75 1.45
N 1.06 -0.29 1.45
H -0.02 1.90 -1.33
H -0.68 1.47 0.42
H -2.24 1.71 -1.82
H -0.86 -0.54 -1.91
H 0.59 -0.49 -1.26
H -2.10 -1.27 0.30
H -0.62 -2.15 -0.14
H -0.56 -1.76 2.03
H -0.97 0.00 1.87
H 1.23 -0.23 2.37
H 1.48 -1.15 0.96
H 2.64 0.75 0.17
H 3.06 0.29 -1.33
O 2.70 1.01 -0.78
```

---

A molecular structure, C17H25N5O4Os. Source: the OMol25 dataset; level of theory: ωB97M-V/def2-TZVPD.

The calculation puts the LUMO energy (spin up / spin down) at -0.00080 / -0.04247 Ha. As for the energy above the lowest of the compared OMol25 structures with the same formula, charge and spin: 256.3 kJ/mol. The calculation puts the calculated total energy at -36138.004 eV. The spin multiplicity is 5.

Geometry as XYZ:
```
52
C17H25N5O4Os | the OMol25 dataset | ωB97M-V/def2-TZVPD
Os -0.94 1.09 -0.45
C -0.37 1.09 3.75
C -0.05 1.09 2.27
O -1.00 1.09 1.49
C 1.41 1.09 1.86
C 2.40 1.09 2.88
C 3.76 1.09 2.58
C 4.16 1.09 1.26
C 3.19 1.09 0.25
C 1.79 1.09 0.49
O 0.99 1.09 -0.50
H -1.46 1.09 3.88
H 0.02 1.99 4.22
H 0.02 0.19 4.22
H 2.12 1.09 3.93
H 4.50 1.09 3.38
H 5.21 1.09 0.99
H 3.53 1.09 -0.79
N -0.60 2.62 -4.17
C -0.56 2.34 -2.84
O -0.94 1.13 -2.43
C -0.07 3.37 -1.84
C -0.94 3.20 -0.49
H -0.94 1.92 -4.83
H -0.28 3.53 -4.53
H -0.03 4.41 -2.23
H 0.96 3.06 -1.54
H -1.97 3.53 -0.85
H -0.55 3.72 0.28
O -2.68 1.09 -0.45
C -1.75 -1.47 -1.55
N -0.94 -0.97 -0.45
C 0.42 -1.46 -0.59
N 0.43 -2.92 -0.60
C -0.39 -3.40 -1.70
N -1.75 -2.92 -1.56
C -2.30 -3.40 -0.30
N -1.49 -2.92 0.82
C -1.49 -1.47 0.81
C -0.13 -3.40 0.66
H -1.38 -1.08 -2.51
H -2.78 -1.08 -1.48
H 1.06 -1.07 0.21
H 0.87 -1.07 -1.52
H -0.36 -4.50 -1.74
H 0.04 -3.08 -2.66
H -2.34 -4.50 -0.29
H -3.34 -3.09 -0.18
H -0.92 -1.08 1.66
H -2.51 -1.08 0.96
H -0.10 -4.50 0.70
H 0.49 -3.08 1.51
```

---

A molecular structure, C4H8N2O2. Source: the OMol25 dataset; level of theory: ωB97M-V/def2-TZVPD.

The calculation puts the LUMO energy at 0.02616 Ha. As for the energy above the lowest of the compared OMol25 structures with the same formula, charge and spin: 587.9 kJ/mol. The calculation puts the calculated total energy at -11348.020 eV.

Geometry as XYZ:
```
16
C4H8N2O2 | the OMol25 dataset | ωB97M-V/def2-TZVPD
C -1.26 -0.35 0.12
C -1.20 0.11 1.56
N 1.20 1.04 -0.10
C 0.84 -0.34 -0.12
C 0.02 -0.71 -1.24
O 2.59 1.23 -0.35
N -0.40 -0.85 -2.38
O 1.45 -1.14 0.59
H 3.01 0.75 0.38
H 0.68 1.68 -0.70
H 0.24 -0.99 -3.16
H -1.63 -1.38 0.07
H -1.90 0.29 -0.47
H -0.96 1.17 1.64
H -0.49 -0.48 2.13
H -2.19 -0.04 2.02
```

---

5 unconnected molecules or ions with the total composition C4H20N3O4S. Source: the OMol25 dataset; level of theory: ωB97M-V/def2-TZVPD.

Its net charge is -1. The calculation puts the LUMO energy at 0.11141 Ha. As for the energy above the lowest of the compared OMol25 structures with the same formula, charge and spin: 60.7 kJ/mol. The calculation puts the calculated total energy at -27969.048 eV.

Geometry as XYZ:
```
32
C4H20N3O4S | the OMol25 dataset | ωB97M-V/def2-TZVPD
C -0.50 -1.39 -2.15
N -0.41 -2.49 -1.20
C -0.86 -0.02 -1.50
C -2.16 -0.13 -0.70
S -2.58 1.36 0.38
N 0.30 0.52 -0.82
C 0.48 1.99 -0.82
N 1.91 2.35 -0.97
H 0.52 -1.28 -2.54
H -1.21 -1.60 -2.95
H -1.28 -2.79 -0.80
H 0.37 -2.48 -0.56
H -1.10 0.68 -2.30
H -3.12 -0.23 -1.19
H -2.06 -0.89 0.07
H 0.47 0.09 0.09
H 0.07 2.41 0.09
H -0.12 2.36 -1.63
H 2.09 2.42 -1.96
H 2.44 1.56 -0.63
H 3.46 -1.41 -0.60
H 2.27 -0.84 -1.30
O 3.23 -0.94 -1.42
H 0.16 1.84 2.06
H -0.58 2.52 3.14
O 0.24 2.06 2.99
H 0.83 -1.75 2.49
H 0.71 -0.30 2.62
O 1.39 -0.97 2.47
H -1.82 -1.65 3.02
H -1.74 -0.05 3.17
O -1.40 -0.91 3.45
```

---

3 unconnected molecules or ions with the total composition C23H20ClF9N3O4P3S. Source: the OMol25 dataset; level of theory: ωB97M-V/def2-TZVPD.

The calculation puts the LUMO energy at -0.02170 Ha. The calculation puts the calculated total energy at -112519.475 eV.

Geometry as XYZ:
```
64
C23H20ClF9N3O4P3S | the OMol25 dataset | ωB97M-V/def2-TZVPD
N 0.03 -1.30 1.32
C 0.54 -1.28 0.31
C 1.22 -1.25 -0.99
C 0.58 -0.17 -1.92
C -0.94 -0.31 -2.10
C -1.67 1.03 -2.15
F -0.90 1.90 -2.85
F -2.84 0.91 -2.82
C -1.96 1.69 -0.77
F -1.97 3.03 -0.94
F -0.97 1.39 0.08
C -3.33 1.38 -0.08
F -4.32 1.93 -0.79
F -3.28 1.97 1.13
C -3.69 -0.11 0.19
F -2.80 -0.66 1.01
F -3.73 -0.82 -0.94
F -4.89 -0.16 0.76
P 1.24 -2.98 -1.82
P -0.51 -4.15 -1.24
O -0.28 -5.47 -1.81
O -0.60 -4.08 0.35
O -1.91 -3.46 -1.68
C 2.73 -0.90 -0.76
C 2.85 0.46 -0.24
N 2.89 1.54 0.15
N 3.42 -1.08 -2.04
C 3.97 -0.17 -2.63
S 4.66 0.96 -3.44
P 3.46 -2.24 0.46
O 5.01 -2.24 0.01
Cl 3.54 -1.09 2.16
H 1.07 -0.29 -2.89
H 0.85 0.82 -1.55
H -1.14 -0.75 -3.09
H -1.39 -0.97 -1.37
H 0.82 -2.58 -3.10
H -1.47 -3.79 0.64
H -1.79 -2.83 -2.39
H 5.49 -1.41 0.15
C 10.09 0.43 1.69
C 9.65 0.32 3.00
C 8.29 0.17 3.26
C 7.38 0.13 2.22
C 7.83 0.25 0.91
C 9.18 0.40 0.64
H 11.15 0.55 1.48
H 10.36 0.34 3.81
H 7.95 0.08 4.28
H 6.33 0.01 2.42
H 7.12 0.23 0.08
H 9.53 0.49 -0.38
C -7.19 2.07 1.21
C -7.88 1.79 2.37
C -9.27 1.73 2.35
C -9.96 1.94 1.17
C -9.26 2.23 0.00
C -7.87 2.30 0.02
H -6.11 2.13 1.22
H -7.35 1.61 3.30
H -9.82 1.51 3.26
H -11.04 1.89 1.15
H -9.80 2.40 -0.92
H -7.33 2.52 -0.89
```

---

2 unconnected molecules or ions with the total composition C4H11NOP. Source: the OMol25 dataset; level of theory: ωB97M-V/def2-TZVPD.

Its net charge is +1. The calculation puts the LUMO energy (spin up / spin down) at -0.17829 / -0.17691 Ha. As for the energy above the lowest of the compared OMol25 structures with the same formula, charge and spin: 395.6 kJ/mol. The calculation puts the calculated total energy at -17141.339 eV.

Geometry as XYZ:
```
18
C4H11NOP | the OMol25 dataset | ωB97M-V/def2-TZVPD
C 1.88 -1.05 0.23
C 1.78 0.48 -0.21
C 0.35 -0.88 0.64
C -0.84 0.97 -0.48
N 0.34 0.55 0.32
O -1.03 2.34 -0.32
P -3.09 -0.59 -0.14
H 1.90 -1.65 -0.65
H 2.67 -1.07 0.95
H 2.41 1.17 0.36
H 1.76 0.65 -1.30
H -0.42 -1.35 -0.16
H -0.04 -1.11 1.61
H -0.74 0.58 -1.56
H 0.26 1.32 1.06
H -1.83 2.50 -0.80
H -3.20 -1.26 1.11
H -2.17 -1.59 -0.66
```

---

2 unconnected molecules or ions with the total composition C5H8N2O3. Source: the OMol25 dataset; level of theory: ωB97M-V/def2-TZVPD.

The calculation puts the LUMO energy at -0.01521 Ha. As for the energy above the lowest of the compared OMol25 structures with the same formula, charge and spin: 336.4 kJ/mol. The calculation puts the calculated total energy at -14434.258 eV.

Geometry as XYZ:
```
18
C5H8N2O3 | the OMol25 dataset | ωB97M-V/def2-TZVPD
N -2.50 -0.73 0.22
C -1.52 -0.27 -0.70
C -0.37 -1.18 -1.09
C 0.51 -0.89 0.09
N 1.32 0.13 0.09
C 2.38 0.29 -0.78
O 2.39 1.07 -1.71
C -1.37 1.05 -0.98
O -1.60 2.12 -1.41
H -2.58 -0.17 1.06
H -3.42 -0.86 -0.20
H -0.69 -2.23 -1.05
H 0.12 -0.88 -2.03
H 0.19 -1.28 1.07
H 3.31 -0.20 -0.41
O 1.25 1.10 2.92
H 1.46 0.88 1.99
H 1.11 2.05 2.92
```

---

11 unconnected molecules or ions with the total composition C5H34N2O11. Source: the OMol25 dataset; level of theory: ωB97M-V/def2-TZVPD.

Its net charge is +2. The calculation puts the LUMO energy at -0.18264 Ha. As for the energy above the lowest of the compared OMol25 structures with the same formula, charge and spin: 11.7 kJ/mol. The calculation puts the calculated total energy at -31225.935 eV.

Geometry as XYZ:
```
52
C5H34N2O11 | the OMol25 dataset | ωB97M-V/def2-TZVPD
C 0.31 -2.88 -0.44
O -0.23 -3.70 0.58
C -0.58 -1.67 -0.69
C 0.29 -0.46 -1.01
C 0.75 0.21 0.26
C 0.26 0.14 1.48
N 2.11 0.80 0.15
N -1.55 -1.83 -1.88
H 0.43 -3.52 -1.32
H 1.31 -2.57 -0.13
H 0.07 -3.40 1.44
H -1.30 -1.63 0.09
H -0.22 0.35 -1.54
H 1.14 -0.79 -1.61
H -0.59 -0.51 1.70
H 0.55 0.69 2.36
H 2.84 0.01 0.10
H 2.34 1.29 1.02
H 2.22 1.51 -0.59
H -1.12 -2.03 -2.78
H -2.14 -2.65 -1.73
H -2.10 -0.97 -1.88
H 2.02 -1.33 5.06
H 0.63 -1.33 4.32
O 1.55 -1.06 4.27
H -4.08 2.84 0.91
H -3.75 2.94 2.39
O -3.46 2.51 1.58
H -0.92 4.54 0.66
H -1.97 3.49 0.97
O -1.02 3.58 0.71
H 3.69 1.34 3.16
H 2.79 0.12 3.58
O 3.22 0.57 2.82
H -3.06 -1.99 1.91
H -3.31 -0.56 2.44
O -2.62 -1.19 2.22
H 4.21 -0.77 1.28
H 5.03 -0.36 0.13
O 4.20 -0.83 0.31
H -1.60 1.83 -0.33
H -3.06 1.54 -0.13
O -2.35 1.39 -0.76
H 3.41 2.98 -2.70
H 2.39 1.96 -3.27
O 2.67 2.42 -2.48
H -0.22 -1.26 -5.00
H 0.46 -0.24 -4.20
O -0.05 -1.04 -4.07
H -2.76 0.89 -2.54
H -3.66 0.47 -3.78
O -3.16 0.15 -3.02
```

---

A molecular structure, C23H62F14HfN3O29P2S9. Source: the OMol25 dataset; level of theory: ωB97M-V/def2-TZVPD.

Its net charge is +1. The calculation puts the LUMO energy at -0.27084 Ha. The calculation puts the calculated total energy at -244138.520 eV.

Geometry as XYZ:
```
143
C23H62F14HfN3O29P2S9 | the OMol25 dataset | ωB97M-V/def2-TZVPD
Hf -0.92 -3.22 -1.87
P -4.78 -3.33 -0.87
F -3.23 -3.23 -1.35
F -4.53 -2.05 0.14
F -5.17 -2.32 -2.00
F -6.32 -3.43 -0.43
F -4.88 -4.58 -1.93
F -4.30 -4.35 0.35
P 2.28 -4.26 -0.96
F 0.80 -4.84 -1.13
F 2.89 -5.34 -2.04
F 1.59 -3.20 -2.05
F 3.56 -3.36 -0.97
F 1.69 -3.24 0.16
F 2.64 -5.16 0.31
N -0.12 -1.44 -0.75
S -0.44 -0.89 0.61
O -0.86 0.51 0.90
O -0.01 -1.63 1.77
F -1.87 -1.50 0.38
S 1.18 -0.29 -0.83
O 2.34 -0.60 -0.01
O 0.81 1.11 -1.01
F 1.64 -0.65 -2.29
C 5.16 0.62 2.51
N 5.11 2.09 2.63
O 6.03 2.70 3.17
O 4.10 2.63 2.23
H 4.32 0.35 1.87
H 5.06 0.37 3.56
H 6.04 0.25 1.98
C 5.75 -0.28 -0.89
N 6.34 -1.17 -1.96
O 6.20 -2.38 -1.91
O 6.99 -0.65 -2.87
H 6.05 -0.85 0.00
H 4.66 -0.29 -0.87
H 6.28 0.67 -0.90
O -3.83 2.85 4.77
S -3.21 1.87 3.87
O -3.32 0.41 4.05
O -3.77 2.21 2.31
C -5.15 2.44 2.04
C -6.14 1.41 2.59
C -1.45 2.28 3.68
H -5.24 2.32 0.96
H -5.46 3.43 2.37
H -7.15 1.51 2.19
H -6.26 1.39 3.67
H -5.82 0.45 2.18
H -0.93 1.53 3.09
H -1.05 2.23 4.69
H -1.35 3.29 3.27
O -1.15 -4.07 0.35
S -1.41 -4.42 1.75
O -2.14 -3.51 2.66
O -2.24 -5.84 1.64
C -2.93 -6.36 2.76
C -2.54 -7.83 3.05
C 0.09 -5.02 2.59
H -4.00 -6.24 2.61
H -2.87 -5.73 3.65
H -1.54 -7.82 3.48
H -2.42 -8.40 2.13
H -3.20 -8.38 3.72
H -0.18 -5.56 3.49
H 0.58 -4.07 2.81
H 0.86 -5.51 2.00
O 0.11 -2.27 -6.25
S 0.46 -1.53 -5.03
O -0.16 -2.02 -3.80
O 2.09 -1.53 -4.80
C 2.86 -1.44 -5.95
C 4.15 -0.67 -5.44
C 0.10 0.30 -5.29
H 2.49 -0.85 -6.79
H 3.09 -2.47 -6.22
H 4.64 -1.32 -4.72
H 3.98 0.33 -5.04
H 4.85 -0.53 -6.27
H 0.81 0.69 -6.02
H 0.25 0.91 -4.40
H -0.96 0.51 -5.47
O -2.21 -1.31 -2.41
S -2.79 0.00 -2.77
O -1.84 1.08 -3.19
O -3.92 -0.16 -3.95
C -4.58 1.05 -4.45
C -4.77 0.84 -5.95
C -3.86 0.62 -1.38
H -4.02 1.96 -4.23
H -5.59 1.16 -4.05
H -5.17 1.78 -6.33
H -5.47 0.01 -6.11
H -3.87 0.75 -6.55
H -4.09 1.63 -1.69
H -3.27 0.65 -0.47
H -4.81 0.10 -1.28
O -0.46 6.06 -2.14
S -0.99 6.95 -1.10
O -2.04 7.94 -1.48
O -1.66 6.01 0.06
C -1.07 4.75 0.44
C -2.01 3.64 -0.13
C 0.27 7.93 -0.15
H -1.01 4.68 1.53
H -0.03 4.64 0.10
H -2.14 3.91 -1.18
H -2.88 3.58 0.51
H -1.71 2.59 -0.07
H 0.50 8.90 -0.60
H 1.15 7.30 -0.19
H -0.08 8.08 0.87
O 1.50 3.02 -3.42
S 2.79 3.07 -2.81
O 3.50 1.87 -2.55
O 3.75 4.08 -3.78
C 5.15 4.03 -3.59
C 5.75 3.04 -4.58
C 2.73 4.14 -1.35
H 5.46 3.70 -2.60
H 5.59 5.01 -3.72
H 5.12 3.13 -5.46
H 5.72 1.99 -4.30
H 6.75 3.36 -4.85
H 3.72 4.08 -0.88
H 1.95 3.75 -0.70
H 2.32 5.14 -1.49
O -1.66 -1.17 7.60
S -0.74 -0.84 6.51
O -0.87 0.49 5.89
O 0.82 -0.92 7.15
C 1.18 -1.88 8.10
C 1.99 -1.13 9.11
C -0.67 -2.13 5.20
H 1.85 -2.65 7.72
H 0.32 -2.33 8.61
H 2.30 -1.73 9.97
H 1.44 -0.28 9.51
H 2.89 -0.74 8.64
H -0.28 -3.07 5.59
H 0.08 -1.73 4.51
H -1.66 -2.22 4.74
```

---

C5H6O in the gas phase. Source: the OMol25 dataset; level of theory: ωB97M-V/def2-TZVPD.

The calculation puts the LUMO energy at 0.03831 Ha. As for the energy above the lowest of the compared OMol25 structures with the same formula, charge and spin: 267.1 kJ/mol. The calculation puts the calculated total energy at -7326.516 eV.

Geometry as XYZ:
```
12
C5H6O | the OMol25 dataset | ωB97M-V/def2-TZVPD
C 2.81 0.09 -0.13
C 1.66 -0.28 -0.18
C 0.28 -0.78 -0.27
C -0.72 -0.03 0.59
C -1.70 0.86 -0.04
O -2.06 -0.46 0.35
H 3.83 0.40 -0.09
H 0.27 -1.84 0.00
H -0.06 -0.72 -1.31
H -0.47 0.06 1.65
H -1.64 1.03 -1.11
H -2.18 1.66 0.53
```

---

C5H7N3O in the gas phase. Source: the OMol25 dataset; level of theory: ωB97M-V/def2-TZVPD.

The calculation puts the LUMO energy at 0.01462 Ha. As for the energy above the lowest of the compared OMol25 structures with the same formula, charge and spin: 443.1 kJ/mol. The calculation puts the calculated total energy at -11811.797 eV.

Geometry as XYZ:
```
16
C5H7N3O | the OMol25 dataset | ωB97M-V/def2-TZVPD
C 1.03 0.24 0.17
C 1.25 0.88 1.58
C -0.02 -1.17 -1.35
C -1.40 -0.49 -1.79
C -1.95 0.26 -0.65
H 1.03 -0.77 -1.75
H -0.16 -2.32 -1.07
H -1.20 0.06 -2.80
H -2.14 -1.35 -2.19
H -2.84 -0.27 -0.40
H -1.95 1.39 -0.63
H -1.72 -1.07 0.76
N 1.22 1.22 2.66
N -0.11 -0.57 0.07
N -1.25 -0.15 0.68
O 2.07 0.31 -0.45
```